114
Properties=species:S:1:pos:R:3 method="wB97M-V/def2-TZVPD" total_energy_ha=-3805.05956 s_squared=0.866 multiplicity=2 charge=-1 e_homo_ha="-0.095 / -0.129" homo_lumo_gap_ev="4.8 / 5.4" de_lowest_kcal_mol=44.4
Ti -0.557 -0.629 -0.039
C 1.071 2.532 -5.073
C 0.585 3.470 -3.966
C -0.220 2.748 -2.928
C -1.601 2.767 -2.743
C -2.623 3.530 -3.523
C -3.267 2.691 -4.627
C -1.867 1.859 -1.705
N -0.702 1.266 -1.242
C 0.278 1.837 -1.994
C 1.705 1.567 -1.885
C 2.298 0.849 -0.737
C 3.591 1.203 -0.078
C 4.646 2.814 -1.564
C 6.076 3.231 -1.815
C 3.554 0.746 1.184
C 2.235 0.161 1.380
C 1.909 -0.495 2.562
C 0.671 -1.050 2.833
N -0.449 -0.934 2.038
C -1.470 -1.516 2.792
C -2.813 -1.441 2.477
C -3.327 -0.720 1.423
N -2.561 -0.084 0.466
C -3.474 0.709 -0.231
C -3.152 1.602 -1.206
C -4.812 0.479 0.248
C -4.724 -0.423 1.259
C -5.821 -0.931 2.141
C -6.021 -0.060 3.381
C -6.042 1.118 -0.310
C -6.496 0.475 -1.620
C -0.962 -2.056 4.005
C 0.371 -1.766 4.041
C 1.354 -2.043 5.132
C 1.497 -0.870 6.102
C -1.769 -2.810 5.014
C -2.083 -4.233 4.552
N 1.453 0.282 0.306
C 4.636 0.836 2.209
C 4.364 1.910 3.261
H 1.642 3.068 -5.836
H 0.218 2.054 -5.560
H 1.707 1.743 -4.668
H -0.021 4.272 -4.398
H 1.447 3.968 -3.508
H -2.160 4.415 -3.969
H -3.401 3.910 -2.854
H -2.509 2.325 -5.322
H -4.004 3.265 -5.193
H -3.766 1.817 -4.204
H 2.308 2.359 -2.316
H 4.039 3.646 -1.181
H 4.222 2.407 -2.482
H 6.537 3.641 -0.916
H 6.114 3.985 -2.601
H 6.649 2.364 -2.144
H 2.675 -0.574 3.318
H -3.512 -1.890 3.170
H -3.967 2.157 -1.655
H -5.606 -1.959 2.446
H -6.753 -0.979 1.571
H -5.102 -0.007 3.966
H -6.814 -0.451 4.022
H -6.282 0.960 3.096
H -5.862 2.185 -0.474
H -6.848 1.058 0.425
H -5.722 0.566 -2.384
H -7.402 0.949 -2.001
H -6.696 -0.587 -1.480
H 2.329 -2.277 4.698
H 1.050 -2.938 5.683
H 1.817 0.029 5.574
H 2.225 -1.083 6.888
H 0.540 -0.645 6.575
H -2.702 -2.276 5.223
H -1.227 -2.844 5.962
H -2.629 -4.222 3.609
H -2.678 -4.772 5.291
H -1.161 -4.788 4.380
H 5.576 1.051 1.696
H 4.768 -0.134 2.698
H 4.298 2.892 2.790
H 5.155 1.945 4.013
H 3.417 1.729 3.771
C 2.988 -3.269 -0.721
C 1.918 -2.592 -0.126
N 0.949 -2.045 -0.833
C 0.972 -2.180 -2.170
C 1.990 -2.848 -2.852
C 3.039 -3.373 -2.087
C 1.914 -2.953 -4.283
C 0.827 -2.526 -4.955
C -0.287 -1.940 -4.255
C -1.510 -1.624 -4.865
C -2.553 -1.189 -4.088
C -2.352 -0.999 -2.715
N -1.186 -1.207 -2.133
C -0.187 -1.725 -2.879
H 3.770 -3.670 -0.093
H 1.859 -2.469 0.947
H 3.876 -3.847 -2.583
H 2.760 -3.382 -4.803
H 0.765 -2.613 -6.032
H -1.627 -1.762 -5.933
H -3.526 -0.978 -4.509
H -3.158 -0.655 -2.085
O 4.699 1.787 -0.570
S 3.621 -0.057 -3.097
N 2.199 0.217 -2.058
F -0.595 -3.509 0.988
C -1.369 -2.735 0.136
F -1.424 -3.506 -1.020
H -2.384 -2.740 0.544